(1)
{"formula": "C2H3N3", "method": "ωB97M-V/def2-TZVPD", "energy_ev": -6590.9262, "smiles": "[H]/N=C(/N)C#N", "lumo_energy_ev": -0.23, "species": ["C", "C", "H", "H", "H", "N", "N", "N"], "positions_angstrom": [[-0.399, 0.133, -0.028], [0.961, -0.063, 0.309], [-0.884, -1.953, -0.439], [-2.198, -0.622, -0.030], [-0.072, 1.948, -0.160], [-1.225, -1.027, 0.041], [-0.894, 1.271, -0.040], [2.088, -0.214, -0.152]], "mulliken_charge": [0.573, 0.096, 0.277, 0.283, 0.288, -0.525, -0.607, -0.385]}

(2)
{"formula": "C17H45Hg2NO15", "method": "ωB97M-V/def2-TZVPD", "energy_ev": -58879.2418, "total_charge": 2, "lumo_energy_ev": -11.82, "species": ["Hg", "Hg", "C", "O", "O", "O", "C", "C", "O", "O", "H", "H", "H", "H", "H", "H", "C", "C", "O", "O", "H", "H", "H", "H", "H", "H", "C", "C", "O", "O", "H", "H", "H", "H", "H", "H", "C", "C", "O", "O", "H", "H", "H", "H", "H", "H", "C", "C", "O", "O", "H", "H", "H", "H", "H", "H", "C", "O", "C", "C", "N", "C", "C", "O", "C", "H", "H", "H", "H", "H", "H", "H", "H", "H", "H", "H", "H", "H", "H", "H"], "positions_angstrom": [[-11.012, -18.215, -18.206], [-7.936, -22.975, -18.018], [-10.247, -20.873, -15.383], [-10.079, -22.063, -15.292], [-11.340, -20.300, -15.454], [-9.315, -20.273, -15.896], [-3.952, -21.453, -17.428], [-4.480, -21.843, -15.995], [-5.149, -23.054, -16.058], [-5.074, -21.234, -18.250], [-3.306, -22.125, -17.993], [-3.275, -20.602, -17.362], [-5.139, -21.025, -15.705], [-3.676, -21.726, -15.268], [-5.489, -23.292, -15.192], [-4.807, -20.582, -18.902], [-16.449, -18.035, -17.076], [-16.425, -18.429, -15.547], [-16.074, -19.853, -15.478], [-15.109, -18.007, -17.585], [-17.024, -17.130, -17.272], [-16.750, -18.903, -17.663], [-17.362, -18.285, -15.009], [-15.615, -17.874, -15.073], [-15.190, -20.048, -15.798], [-14.948, -18.873, -17.967], [-8.772, -25.801, -9.935], [-8.203, -24.533, -10.554], [-8.103, -24.772, -11.929], [-10.141, -25.882, -10.232], [-8.675, -25.729, -8.852], [-8.309, -26.697, -10.348], [-7.184, -24.406, -10.188], [-8.855, -23.686, -10.340], [-8.746, -24.241, -12.404], [-10.268, -25.916, -11.183], [-13.269, -26.101, -15.517], [-13.546, -25.422, -16.870], [-12.853, -25.955, -17.991], [-11.902, -26.070, -15.209], [-13.542, -27.151, -15.624], [-13.842, -25.590, -14.743], [-13.234, -24.378, -16.854], [-14.612, -25.423, -17.101], [-12.586, -25.156, -18.450], [-11.595, -25.163, -15.288], [-14.068, -22.029, -10.933], [-13.397, -20.710, -10.529], [-13.500, -19.634, -11.414], [-15.422, -21.882, -11.045], [-13.895, -22.765, -10.148], [-13.697, -22.365, -11.901], [-12.327, -20.908, -10.592], [-13.584, -20.493, -9.478], [-12.968, -19.872, -12.178], [-15.572, -21.226, -11.730], [-7.121, -16.037, -18.002], [-8.330, -16.218, -18.703], [-8.450, -15.351, -19.803], [-9.890, -15.480, -20.420], [-10.990, -15.418, -19.464], [-11.035, -14.120, -18.721], [-10.311, -14.189, -17.319], [-10.493, -15.463, -16.670], [-9.921, -15.497, -15.395], [-7.047, -16.589, -17.065], [-7.122, -14.977, -17.748], [-6.210, -16.195, -18.579], [-7.752, -15.621, -20.596], [-8.283, -14.325, -19.475], [-9.978, -16.427, -20.954], [-10.050, -14.737, -21.201], [-11.826, -15.387, -20.029], [-12.114, -13.965, -18.720], [-10.664, -13.330, -19.374], [-10.662, -13.418, -16.633], [-9.234, -14.065, -17.436], [-8.839, -15.606, -15.466], [-10.197, -16.387, -14.829], [-10.048, -14.605, -14.782]], "mulliken_charge": [0.844, 0.486, 0.866, -0.345, -0.434, -0.326, -0.511, -0.336, -0.472, -0.455, 0.328, 0.358, 0.209, 0.381, 0.297, 0.264, -0.448, -0.211, -0.498, -0.515, 0.312, 0.290, 0.352, 0.198, 0.249, 0.314, -0.307, -0.324, -0.478, -0.483, 0.317, 0.287, 0.275, 0.256, 0.290, 0.294, -0.346, -0.377, -0.470, -0.438, 0.309, 0.246, 0.255, 0.292, 0.319, 0.255, -0.261, -0.403, -0.466, -0.448, 0.328, 0.213, 0.274, 0.328, 0.297, 0.312, -0.888, -0.136, -0.577, -1.003, -0.032, -0.962, -0.474, -0.109, -0.835, 0.290, 0.339, 0.334, 0.490, 0.369, 0.393, 0.463, 0.316, 0.530, 0.370, 0.515, 0.189, 0.267, 0.260, 0.349]}

(3)
{"formula": "H29O15", "method": "ωB97M-V/def2-TZVPD", "energy_ev": -31184.5166, "total_charge": -1, "lumo_energy_ev": 2.38, "species": ["O", "H", "H", "O", "H", "H", "O", "H", "H", "O", "H", "H", "O", "H", "H", "O", "H", "H", "O", "H", "H", "O", "H", "H", "O", "H", "H", "O", "H", "O", "H", "H", "O", "H", "H", "O", "H", "H", "O", "H", "H", "O", "H", "H"], "positions_angstrom": [[3.848, 2.909, -1.645], [3.006, 2.411, -1.621], [1.181, -1.771, -2.339], [3.624, 2.441, 1.284], [3.399, 1.497, 1.208], [-2.289, -0.890, -3.090], [0.410, -2.302, -2.633], [-0.708, 0.022, -1.646], [2.220, -4.166, -0.694], [-3.800, 2.569, -1.872], [0.388, 2.394, -0.884], [-2.954, 2.124, -1.622], [-1.367, -2.664, 0.113], [-2.014, -3.069, -0.430], [0.806, -0.639, -1.104], [0.704, -3.547, 2.642], [-3.322, 0.978, 1.888], [1.111, -2.682, 2.504], [-1.885, 0.120, -1.732], [-0.798, -2.175, -0.500], [2.786, 2.902, 1.481], [1.347, 3.512, 2.185], [0.547, 3.045, 1.762], [4.162, 2.999, -0.713], [0.126, 1.998, -0.065], [-0.251, 1.117, -0.222], [-0.267, -1.616, -2.778], [-3.207, 1.680, 2.498], [-4.024, 1.701, -2.305], [-1.388, -1.548, 2.618], [-1.813, -0.874, 3.159], [-2.680, 2.435, 2.221], [3.135, -0.637, 3.524], [3.147, 0.242, 3.184], [2.779, -1.212, 2.862], [0.580, 0.155, -1.618], [-2.066, 1.007, -1.991], [1.196, 4.417, 1.826], [1.459, -3.611, -0.603], [0.004, -3.470, 1.970], [-1.843, -1.521, 1.786], [-2.858, -1.221, -3.836], [1.068, -3.362, -1.435], [-3.499, -1.702, -3.337]], "mulliken_charge": [-0.679, 0.318, 0.390, -0.684, 0.264, 0.408, -0.746, 0.369, 0.246, -0.641, 0.254, 0.444, -0.578, 0.250, 0.256, -0.611, 0.314, 0.226, -0.793, 0.368, 0.460, -0.704, 0.308, 0.357, -0.597, 0.317, 0.246, -0.626, 0.362, -0.545, 0.292, 0.308, -0.630, 0.313, 0.331, -0.994, 0.061, 0.339, -0.593, 0.322, 0.277, -0.671, 0.411, 0.284]}

(4)
{"formula": "C5H10NO2", "method": "ωB97M-V/def2-TZVPD", "energy_ev": -10931.0939, "smiles": "O=CNCCCC[O-]", "total_charge": -1, "lumo_energy_ev": 3.71, "species": ["C", "N", "C", "O", "C", "C", "C", "O", "H", "H", "H", "H", "H", "H", "H", "H", "H", "H"], "positions_angstrom": [[0.607, 0.226, -0.925], [0.123, 1.183, -1.976], [-0.818, 2.129, -1.734], [-1.186, 2.932, -2.577], [-0.471, -0.449, -0.131], [-0.297, -0.263, 1.329], [0.619, -1.686, 2.004], [0.859, -2.565, 1.076], [1.306, -0.397, -1.501], [1.392, 0.740, -0.355], [0.634, 1.121, -2.829], [-1.183, 2.047, -0.700], [-0.370, -1.565, -0.212], [-1.497, -0.342, -0.493], [0.101, 0.637, 1.786], [-1.155, -0.491, 1.970], [1.493, -1.247, 2.505], [-0.157, -2.011, 2.765]], "mulliken_charge": [-0.565, -0.145, 0.064, -0.642, -0.541, -1.213, -0.203, -0.828, 0.317, 0.307, 0.211, 0.309, 0.242, 0.525, 0.444, 0.388, 0.176, 0.155]}

(5)
{"formula": "C4H8NO2", "method": "ωB97M-V/def2-TZVPD", "energy_ev": -9864.5739, "smiles": "CC[C@H](N)C(=O)[O-]", "total_charge": -1, "lumo_energy_ev": 4.10, "species": ["O", "C", "O", "C", "C", "C", "N", "H", "H", "H", "H", "H", "H", "H", "H"], "positions_angstrom": [[-0.849, -1.459, -1.398], [0.111, -0.681, -1.155], [1.283, -0.727, -1.562], [-0.242, 0.448, -0.097], [0.809, 0.407, 1.001], [0.582, 1.465, 2.103], [-1.586, 0.277, 0.474], [-0.254, 1.401, -0.617], [1.816, 0.541, 0.614], [0.736, -0.590, 1.452], [0.447, 2.439, 1.623], [-0.339, 1.214, 2.635], [1.409, 1.551, 2.799], [-1.577, -0.574, 1.027], [-2.144, -0.001, -0.331]], "mulliken_charge": [-0.764, 0.523, -0.743, 0.080, -0.635, -1.127, -0.802, 0.295, 0.305, 0.309, 0.295, 0.283, 0.371, 0.280, 0.331]}